Density functional theory data (the ωB97M-V functional and the def2-TZVPD basis) for a 12-piece molecular cluster, H24O12 overall in a non-equilibrium geometry.

The expectation value of S² is 0.750. The calculation puts the frontier orbital gap (alpha / beta) at 2.441 / 9.794 eV. The value obtained for the molar mass is 216.18 g mol⁻¹. Its charge is -1. The strongest force on any atom is 1.84 eV/Å. For the HOMO energy (alpha / beta), the calculation gives 0.3 / -7.2 eV. Its spin multiplicity is 2.

```
36
Properties=species:S:1:pos:R:3:nbo_charge:R:1
O -0.56341 -3.17628 -1.34558 -0.99
H -0.59001 2.02212 1.10686 0.50
O 2.36025 1.33634 0.52993 -1.02
H -3.71654 0.88392 -2.16613 0.46
H -2.67986 0.04790 -1.44623 0.50
H 4.24503 0.13424 -1.73763 0.46
H 0.68252 -0.02059 0.11907 0.47
O 0.05040 1.78500 1.77758 -1.23
O -1.55756 -3.10138 1.30352 -1.00
O 1.37154 -1.91084 -2.40400 -0.95
H 1.33293 -1.00722 -2.09060 0.51
H 0.64238 0.13770 2.73642 0.48
H 3.47965 -0.19878 -0.47463 0.49
H -0.33094 2.10207 2.59628 0.38
H 1.55678 -0.25133 3.87854 0.45
H 0.26229 -2.83058 -1.68460 0.50
O 1.03043 -0.62219 3.17026 -1.00
H -0.77486 -0.24919 -0.22104 0.49
H 0.00346 2.94068 -0.65118 0.48
H 2.19923 -2.24842 -2.06167 0.47
H -0.37194 -4.08976 -1.13314 0.45
H -1.51084 -4.01670 1.57967 0.46
O 0.87709 3.14362 -0.98559 -0.99
H -2.66295 3.26182 -0.13323 0.44
O -2.44896 -0.54056 0.65405 -1.14
H 2.97597 1.99334 0.85470 0.48
H 1.64319 1.34529 1.16395 0.50
O -2.78390 0.85334 -1.95287 -0.98
O 4.32133 -0.33820 -0.90865 -0.97
H -2.91750 -0.06130 1.33744 0.41
O -1.88470 2.78929 -0.42870 -1.09
H -2.22818 2.06137 -0.94675 0.49
H -1.30019 -3.11540 0.38167 0.50
O 0.07199 -0.04497 -0.61774 -1.00
H 1.36833 2.32842 -0.88390 0.48
H -2.15254 -1.34286 1.08379 0.50
```